# 1
Computed, not measured: C34H36IrN6O2S2 as an isolated structure, with ωB97M-V/def2-TZVPD.

Geometry (Å):
Ir  -0.87138  -1.17075  -0.39612
O  1.12408  1.01213  2.34383
C  0.34106  0.28388  1.79863
N  0.62392  -0.69983  0.86034
C  1.82147  -1.38234  0.72790
O  2.67199  -1.49446  1.56785
C  1.88094  -2.05841  -0.61548
C  3.01567  -2.71614  -1.03439
C  3.03156  -3.28059  -2.30046
C  1.91375  -3.14674  -3.10790
C  0.80308  -2.47834  -2.62571
N  0.77889  -1.95088  -1.39385
C  -1.15232  0.37972  2.01570
C  -1.70329  0.96793  3.13355
C  -3.08537  1.00944  3.25006
C  -3.86975  0.48321  2.23203
C  -3.25555  -0.06932  1.12481
N  -1.91814  -0.12354  1.02895
H  3.86027  -2.76545  -0.36030
H  3.90766  -3.80621  -2.65643
H  1.88477  -3.57084  -4.10174
H  -0.08433  -2.36074  -3.22299
H  -1.04082  1.37364  3.88630
H  -3.54819  1.45744  4.11949
H  -4.94896  0.50024  2.28782
H  -3.81931  -0.46655  0.29135
S  -2.74239  -4.75152  1.68141
C  -1.83850  -4.00231  2.95519
C  -1.88440  -4.31363  4.31187
C  -1.01423  -3.65936  5.15451
C  -0.08515  -2.74636  4.64381
C  -0.04841  -2.43137  3.30248
C  -0.97767  -3.02867  2.44086
N  -1.11706  -2.85547  1.04359
C  -1.97305  -3.73270  0.55838
C  -2.33027  -3.67504  -0.84355
C  -2.96373  -4.69301  -1.55039
C  -3.33420  -4.47728  -2.86694
C  -3.09193  -3.24298  -3.46199
C  -2.41079  -2.24709  -2.77106
C  -2.01644  -2.46361  -1.44830
H  -2.57483  -5.05702  4.68736
H  -1.02410  -3.88216  6.21273
H  0.63788  -2.29568  5.31094
H  0.73425  -1.79093  2.93112
H  -3.16013  -5.64576  -1.07309
H  -3.81484  -5.26617  -3.42954
H  -3.42844  -3.05605  -4.47355
H  -2.22361  -1.30022  -3.26433
C  3.76924  1.37474  -0.48751
C  3.98108  1.09055  -1.97576
C  3.23057  2.02595  -2.92475
C  1.72609  1.80953  -2.99580
N  1.05932  2.30963  -1.78139
C  -0.03013  1.86203  -1.20303
S  -0.95237  0.53588  -1.93726
N  -0.49257  2.43742  -0.10496
C  0.11688  3.58794  0.57754
C  -0.20888  4.92128  -0.08643
C  0.45875  6.08096  0.64763
C  0.16597  7.42326  -0.01275
H  4.43701  0.77178  0.12908
H  2.74929  1.16121  -0.15629
H  3.98330  2.42225  -0.25861
H  3.69669  0.05860  -2.20654
H  5.04649  1.17383  -2.19583
H  3.60482  1.88830  -3.94040
H  3.43964  3.06869  -2.65958
H  1.48404  0.75471  -3.10524
H  1.31251  2.34058  -3.85402
H  1.47123  3.14527  -1.38608
H  -1.41954  2.15888  0.17188
H  1.19528  3.42022  0.64306
H  -0.25101  3.56949  1.60257
H  -1.29296  5.06192  -0.09293
H  0.11580  4.91478  -1.13256
H  1.53988  5.91514  0.68257
H  0.11128  6.09713  1.68431
H  0.51105  7.43668  -1.04816
H  0.66581  8.23343  0.51567
H  -0.90421  7.63581  -0.01324

total charge: +2
multiplicity: 2
expectation value of S²: 0.755
ΔE to the lowest compared entry with this formula, charge and spin: 69.55 kJ/mol
E_tot: -2696.5503 a.u.
largest force on an atom: 1.6 eV/Å
orbital gap (alpha / beta): 7.78 / 5.55 eV

=====

# 2
Computed, not measured: one molecule with the formula C2H4ClF, with ωB97M-V/def2-TZVPD.

Geometry (Å):
C  0.78110  -0.01485  -0.11764
C  -0.68838  -0.19193  0.19429
F  -1.41651  -0.88222  -0.75208
Cl  -1.43030  1.42866  0.21804
H  1.58042  0.60653  0.50091
H  0.80295  0.55293  -1.04139
H  1.21783  -0.98095  -0.14722
H  -0.84712  -0.51818  1.14508

SMILES: C[C@H](F)Cl
ΔE to the lowest compared entry with this formula, charge and spin: 67.45 kJ/mol
E_tot: -638.6378 a.u.
largest force on an atom: 3.0 eV/Å
orbital gap: 11.98 eV

=====

# 3
Computed, not measured: one molecule with the formula C4H9NO, with ωB97M-V/def2-TZVPD.

Geometry (Å):
C  -0.29625  1.40347  1.97565
C  -0.17098  0.44733  0.80647
O  1.14942  0.63986  0.26434
C  1.69284  0.10127  -0.82717
N  0.95683  -0.75014  -1.56885
C  -0.39898  -1.32237  -1.55829
H  0.48021  1.19812  2.71852
H  -0.18078  2.43704  1.63653
H  -1.27525  1.29732  2.45431
H  -0.28552  -0.58902  1.14318
H  -0.92922  0.66361  0.04689
H  1.50165  -1.05392  -2.36151
H  -1.16698  -0.57828  -1.79105
H  -0.63601  -1.80074  -0.60665
H  -0.44099  -2.09354  -2.33236

ΔE to the lowest compared entry with this formula, charge and spin: 294.57 kJ/mol
E_tot: -287.7203 a.u.
largest force on an atom: 0.5 eV/Å
orbital gap: 8.94 eV

=====

# 4
Computed, not measured: C21H23As2NO8SSbSe4Tc as an isolated structure, with ωB97M-V/def2-TZVPD.

Geometry (Å):
Tc  -0.62675  1.27772  0.19268
Se  -4.67502  1.19229  3.84604
Sb  -2.57937  2.17929  3.38917
Se  -2.32839  2.87489  0.55777
Se  -0.76854  1.09110  2.41247
Se  -2.09202  4.09617  4.70254
C  0.19676  -4.37000  -2.83487
O  0.73501  -3.38352  -1.96018
C  0.42125  -2.11573  -2.16483
O  -0.27455  -1.67051  -3.05962
C  0.92309  -1.20217  -1.13545
C  0.96542  -1.45280  0.18077
As  1.02501  0.12683  1.24164
C  1.56784  -0.61976  3.02970
C  2.65750  0.89078  0.64056
C  2.58851  1.15715  -0.66674
As  0.96160  0.67316  -1.59956
C  1.50559  0.79633  -3.39384
C  3.16035  2.35715  -1.28012
O  4.25075  2.55705  -1.71460
O  2.11865  3.26556  -1.25769
C  2.43438  4.62591  -1.54564
C  3.19227  1.74906  1.69190
O  2.31923  2.17889  2.45936
O  4.46025  2.00156  1.73912
C  4.95406  2.82723  2.79768
C  0.33835  -2.53057  0.93912
O  -0.63216  -2.14390  1.60248
O  0.82558  -3.73221  0.90023
C  0.18374  -4.74101  1.68306
H  -0.55677  -4.93472  -2.28181
H  1.00897  -5.03412  -3.12641
H  -0.25339  -3.90031  -3.71167
H  0.80524  -1.31656  3.44572
H  1.72877  0.17416  3.79823
H  2.50470  -1.14443  2.82952
H  2.23909  0.00720  -3.56876
H  1.98058  1.75855  -3.58137
H  0.69084  0.66397  -4.10231
H  2.12353  4.87337  -2.55971
H  3.51146  4.76580  -1.45341
H  1.89840  5.23623  -0.81872
H  5.63868  3.53975  2.34459
H  5.49811  2.19372  3.49717
H  4.13559  3.32910  3.31579
H  0.02366  -5.59997  1.03528
H  -0.76482  -4.37210  2.07627
H  0.84524  -5.01683  2.50369
S  -3.54119  -0.17950  -3.23157
C  -2.15234  0.23188  -2.34120
N  -2.21469  0.12511  -1.04448
C  -3.49607  -0.24579  -0.63715
C  -3.98603  -0.32092  0.66865
C  -5.33001  -0.57610  0.86631
C  -6.17488  -0.81005  -0.21794
C  -5.70219  -0.77662  -1.51527
C  -4.36826  -0.46243  -1.71843
H  -1.28656  0.59318  -2.88207
H  -3.34178  -0.21772  1.54479
H  -5.70923  -0.57042  1.88445
H  -7.22016  -1.00859  -0.05003
H  -6.34289  -0.96079  -2.36125

total charge: +1
multiplicity: 2
expectation value of S²: 1.060
E_tot: -16266.7762 a.u.
largest force on an atom: 7.3 eV/Å
orbital gap (alpha / beta): 5.78 / 4.05 eV

=====

# 5
Computed, not measured: C19H47NNbO as an isolated structure, with ωB97M-V/def2-TZVPD.

Geometry (Å):
C  5.06626  3.01368  1.43368
C  4.23470  3.84911  2.41124
C  2.81481  4.23082  1.96587
C  1.85333  3.07279  1.66673
N  2.13973  2.43582  0.38477
Nb  2.02240  3.20231  -1.52441
C  1.95274  3.86739  -3.64574
C  2.56466  1.06594  -2.24236
C  3.97033  1.02507  -2.59588
O  4.49013  1.26049  -3.67632
H  5.14288  3.52422  0.46707
H  4.58067  2.05862  1.22370
H  6.07171  2.83839  1.82915
H  4.16163  3.30577  3.36887
H  4.77601  4.77682  2.64415
H  2.36343  4.81013  2.78392
H  2.84560  4.89032  1.08725
H  0.83144  3.47930  1.65529
H  1.90969  2.35717  2.50433
H  1.68257  1.52519  0.35268
H  0.21213  2.75770  -1.70569
H  1.16387  4.72558  -0.95834
H  3.64501  4.11830  -1.45960
H  2.47479  3.13787  -4.28405
H  2.46853  4.83017  -3.76155
H  0.92434  3.98646  -4.00762
H  2.34448  0.38540  -1.41500
H  1.92135  0.88144  -3.11075
H  4.64118  0.80804  -1.72949
C  -0.47671  -0.52047  -1.95804
C  -1.59589  0.15965  -2.73699
C  -2.73408  0.65598  -1.84685
C  -3.42981  -0.43359  -1.02826
C  -4.01525  -1.58261  -1.84744
C  -5.11184  -1.15229  -2.81400
H  -0.81060  -1.43168  -1.45695
H  0.35078  -0.79326  -2.61305
H  -0.08860  0.17523  -1.21516
H  -1.98019  -0.51904  -3.50657
H  -1.17845  1.02308  -3.25963
H  -3.46787  1.18742  -2.45983
H  -2.32095  1.40059  -1.15976
H  -4.23131  0.02119  -0.43543
H  -2.72009  -0.84564  -0.30527
H  -4.41789  -2.33056  -1.15662
H  -3.21392  -2.08189  -2.40048
H  -5.93216  -0.66744  -2.27834
H  -5.52479  -2.00247  -3.35920
H  -4.73518  -0.43977  -3.54984
C  -2.19373  -3.68772  4.85555
C  -2.07932  -4.67871  3.70329
C  -0.70560  -4.68271  3.03353
C  -0.29234  -3.34460  2.41580
C  -1.27077  -2.79002  1.38190
C  -1.47455  -3.70094  0.17796
H  -2.04117  -2.66151  4.51796
H  -3.17553  -3.73373  5.32863
H  -1.44315  -3.89463  5.62268
H  -2.84971  -4.45913  2.95822
H  -2.29390  -5.68727  4.06761
H  -0.68880  -5.46037  2.26537
H  0.04795  -4.97307  3.77340
H  0.68722  -3.46805  1.94324
H  -0.15070  -2.60271  3.20592
H  -0.90010  -1.82009  1.04011
H  -2.23752  -2.58857  1.85466
H  -0.52564  -3.89135  -0.32998
H  -2.14960  -3.25054  -0.54996
H  -1.89867  -4.66707  0.45997

total charge: -1
E_tot: -938.9555 a.u.
largest force on an atom: 1.4 eV/Å
orbital gap: 7.39 eV

=====

# 6
Computed, not measured: C4H7N3OS as an isolated structure, with ωB97M-V/def2-TZVPD.

Geometry (Å):
C  1.27583  -0.99826  -0.90400
C  0.52462  -0.22023  -0.04623
C  -1.97285  -1.06593  0.00689
C  -0.98653  0.08354  -0.01529
N  -1.11974  0.75577  -1.33716
N  1.55391  0.16979  0.81150
N  1.59617  1.43660  1.28789
O  -0.75429  1.90256  -1.27506
S  2.78959  -0.72194  -0.25244
H  1.09552  -1.78657  -1.68341
H  -2.80400  -0.73012  -0.59557
H  -2.35939  -1.40753  1.00207
H  -1.59633  -1.90893  -0.53817
H  -1.22043  0.77023  0.80087
H  1.61096  2.31844  0.80155
H  2.36695  1.40259  1.93656

multiplicity: 3
expectation value of S²: 2.007
ΔE to the lowest compared entry with this formula, charge and spin: 277.76 kJ/mol
E_tot: -794.0705 a.u.
largest force on an atom: 3.2 eV/Å
orbital gap (alpha / beta): 8.14 / 6.85 eV

=====

# 7
Computed, not measured: a 2-piece molecular cluster, C3H7NOS overall, with ωB97M-V/def2-TZVPD.

Geometry (Å):
C  1.63657  0.73531  -1.19607
C  0.33060  0.87390  -1.23278
C  -0.89029  0.70310  -1.53365
N  0.64138  -1.60771  0.93798
O  -1.52965  -0.69990  2.35016
S  -0.15624  -0.37094  1.21309
H  2.23995  1.21164  -0.45143
H  1.99811  -0.18146  -1.71497
H  -1.37220  1.34122  -2.34756
H  -1.49264  0.32266  -0.75323
H  -2.14832  0.05206  2.24798
H  0.29493  -2.04770  0.06675
H  0.44779  -0.33217  2.41374

ΔE to the lowest compared entry with this formula, charge and spin: 570.81 kJ/mol
E_tot: -646.4946 a.u.
largest force on an atom: 4.3 eV/Å
orbital gap: 9.83 eV

=====

# 8
Computed, not measured: a 8-piece molecular cluster, C12H20Cl20 overall, with ωB97M-V/def2-TZVPD.

Geometry (Å):
Cl  -0.93529  -3.50379  0.07611
C  0.09745  -2.32864  -0.80055
C  0.50312  -1.17173  0.14567
Cl  1.71371  -0.03289  -0.65477
H  -0.41163  -1.91453  -1.67087
H  0.95600  -2.95601  -1.04011
H  0.94755  -1.52962  1.07437
H  -0.38696  -0.57458  0.34385
Cl  -5.33915  0.38998  2.17060
C  -4.01356  0.95513  3.27541
C  -2.77850  0.30393  2.78425
Cl  -1.79987  1.23604  1.56074
H  -4.25239  0.65517  4.29575
H  -3.99326  2.04278  3.20694
H  -2.99803  -0.59486  2.20798
H  -2.22392  -0.00010  3.67201
Cl  -0.30279  0.57153  -3.01142
C  -0.55452  2.29170  -2.69240
C  0.66729  3.01106  -3.08362
Cl  0.98196  3.00729  -4.84036
H  -0.73472  2.34988  -1.61897
H  -1.46134  2.59232  -3.21718
H  1.53830  2.54748  -2.62045
H  0.57386  4.02857  -2.70409
Cl  4.05073  3.89801  2.01135
C  4.24840  2.46080  0.93952
C  4.77127  1.22164  1.65729
Cl  6.51071  1.35669  2.14902
H  4.86552  2.68796  0.07023
H  3.27309  2.20331  0.52652
H  4.57506  0.34212  1.04407
H  4.18806  0.94682  2.53618
C  -4.06808  0.54251  -2.00588
Cl  -3.78176  2.16853  -1.27488
Cl  -2.95779  -0.62975  -1.25291
Cl  -3.70514  0.63319  -3.77406
H  -5.09975  0.19756  -1.93678
C  0.73642  -1.04499  4.70668
Cl  -0.42753  -2.28938  4.11987
Cl  -0.09326  0.44790  5.16920
Cl  1.94746  -0.75698  3.46785
H  1.33379  -1.49262  5.50096
C  4.59052  0.52008  -3.13620
Cl  4.92563  -0.02174  -4.76264
Cl  4.65117  2.32060  -2.98187
Cl  5.70437  -0.22271  -1.95892
H  3.58114  0.13888  -2.98147
C  -3.81112  -5.32430  -0.84208
Cl  -4.40370  -6.67230  0.14389
Cl  -5.18483  -4.39082  -1.52239
Cl  -2.97013  -6.05531  -2.16259
H  -3.24337  -4.56168  -0.30901

total charge: +1
multiplicity: 2
expectation value of S²: 0.755
E_tot: -9672.6729 a.u.
largest force on an atom: 1.5 eV/Å
orbital gap (alpha / beta): 10.00 / 3.04 eV

=====

# 9
Computed, not measured: a 4-piece molecular cluster, C3H12O4 overall, with ωB97M-V/def2-TZVPD.

Geometry (Å):
O  0.11603  1.20611  0.60887
C  0.55861  0.03857  0.67308
C  -0.40364  -1.19280  0.54862
C  0.05942  -2.49898  -0.17438
H  1.55335  -0.23289  1.09700
H  -1.34311  -0.82726  0.08552
H  -0.67954  -1.46256  1.57598
H  -0.25199  -2.43696  -1.22637
H  -0.36235  -3.38116  0.30272
H  1.15489  -2.49373  -0.15703
H  -0.00127  1.33279  -1.47854
H  -0.13503  2.39519  -2.59144
O  -0.39209  1.45237  -2.36521
H  1.56646  -0.46357  -1.93620
H  2.22809  0.81926  -1.34099
O  2.41489  -0.11524  -1.51606
H  -2.19826  1.68447  2.75823
H  -2.00961  0.64275  1.67702
O  -2.23983  0.74962  2.64117

total charge: -1
multiplicity: 2
expectation value of S²: 0.754
ΔE to the lowest compared entry with this formula, charge and spin: 85.48 kJ/mol
E_tot: -422.4145 a.u.
largest force on an atom: 4.2 eV/Å
orbital gap (alpha / beta): 3.67 / 7.57 eV

=====

# 10
Computed, not measured: one molecule with the formula C4H5ClOS, with ωB97M-V/def2-TZVPD.

Geometry (Å):
C  -1.42631  -0.63966  0.27272
C  -0.15363  -1.47455  0.11145
C  -1.43200  0.52136  0.99738
C  1.66804  0.23731  -0.98214
O  2.62998  1.14454  -0.81265
S  1.47439  -1.00787  0.08239
Cl  0.26096  0.79587  -1.88388
H  -2.37671  -1.03899  -0.08187
H  -0.18545  -2.55827  -0.13810
H  -0.50321  1.07888  1.37231
H  -2.32712  0.95931  1.30694
H  2.37105  1.98207  -0.24453

ΔE to the lowest compared entry with this formula, charge and spin: 348.00 kJ/mol
E_tot: -1088.8861 a.u.
largest force on an atom: 2.8 eV/Å
orbital gap (alpha / beta): 7.49 / 6.87 eV

=====

# 11
Computed, not measured: a 2-piece molecular cluster, CH4OP2 overall, with ωB97M-V/def2-TZVPD.

Geometry (Å):
C  -1.01148  -1.53250  0.93715
O  0.64396  0.66970  1.05843
P  -0.18524  -0.12827  0.12612
P  0.52015  1.79085  -2.11297
H  -0.67914  -1.84768  1.94676
H  -1.74280  -2.09921  0.48066
H  1.00904  2.32641  -0.91730
H  1.44551  0.82071  -1.51886

multiplicity: 3
expectation value of S²: 2.014
ΔE to the lowest compared entry with this formula, charge and spin: 165.19 kJ/mol
E_tot: -798.2860 a.u.
largest force on an atom: 3.5 eV/Å
orbital gap (alpha / beta): 7.88 / 7.11 eV